16
Properties=species:S:1:pos:R:3:forces:R:3:nbo_charge:R:1 method="wB97M-V/def2-TZVPD" smiles=CSS.O.O.O de_lowest_kj_mol=97.7 e_tot_ha=-1066.15260 e_homo_ev=-8.20 charge=0 homo_lumo_gap_ev=8.4
C 1.35653 0.31654 1.26618 0.8 0.0 1.1 -0.74
S 3.02450 0.41982 0.59900 0.5 0.3 -0.4 0.08
S 3.29278 -0.51794 -1.30228 -0.8 0.4 0.5 -0.14
H 1.06958 -0.70937 1.32475 -0.5 -0.7 -0.3 0.21
H 0.53286 0.98628 1.07526 0.1 0.1 -1.0 0.23
H 1.65178 0.54539 2.29754 -0.1 0.0 0.1 0.24
H 2.14200 -1.20280 -1.24967 0.1 -0.2 0.0 0.13
H -0.56265 2.29815 -0.44722 0.2 0.0 0.1 0.47
H -1.39458 1.80772 -1.58410 0.0 -0.1 -0.2 0.47
O -0.48523 1.79699 -1.26585 -0.3 0.0 0.1 -0.94
H -1.42223 -0.74637 -1.99883 0.1 0.2 0.1 0.48
H -2.21610 -1.95705 -1.57596 -0.2 0.0 0.1 0.48
O -2.13899 -1.01109 -1.41262 0.1 -0.1 0.0 -0.95
H -1.12544 -1.09032 1.87250 0.0 0.0 0.1 0.46
H -1.90929 -0.48671 0.72054 -0.1 0.0 -0.2 0.49
O -1.81552 -0.44924 1.68077 0.0 0.0 0.0 -0.95

---

15
Properties=species:S:1:pos:R:3:forces:R:3:nbo_charge:R:1 method="wB97M-V/def2-TZVPD" smiles=CO.O.O.O de_lowest_kj_mol=67.0 e_tot_ha=-345.02981 e_homo_ev=-10.07 charge=0 homo_lumo_gap_ev=10.4
C 2.68929 -2.47121 -0.61280 -1.7 0.0 -0.7 -0.26
O 1.40670 -1.78184 -0.52517 1.1 -0.2 0.0 -0.74
H 3.44933 -1.93672 -1.18268 0.0 0.4 0.4 0.17
H 3.02054 -2.79615 0.37350 0.2 0.0 -0.1 0.17
H 2.42802 -3.31200 -1.25539 0.3 -0.4 0.4 0.18
H 1.57080 -0.85472 -0.33780 -0.1 0.3 0.1 0.48
O -2.13852 2.06265 -0.26044 0.4 0.0 0.1 -0.96
H -2.65341 2.86167 -0.37312 -0.1 0.3 0.0 0.48
H -2.67072 1.37563 -0.66168 -0.2 -0.3 -0.2 0.49
O -3.14696 0.35998 1.72860 -0.2 -0.3 0.1 -0.96
H -2.57433 1.02619 1.34850 0.2 0.4 -0.2 0.48
H -3.06690 0.48581 2.67411 -0.1 -0.1 0.2 0.47
O 0.92274 1.53828 -0.21812 0.5 -0.2 0.1 -0.95
H 0.63008 1.97947 -1.01557 -0.1 0.1 -0.2 0.47
H 0.13335 1.46298 0.31799 -0.3 0.0 0.1 0.48

---

16
Properties=species:S:1:pos:R:3:forces:R:3:nbo_charge:R:1 method="wB97M-V/def2-TZVPD" smiles="C=O.O.O.O.O" de_lowest_kj_mol=123.2 e_tot_ha=-420.23585 e_homo_ev=-10.35 charge=0 homo_lumo_gap_ev=11.0
O -3.18421 3.31806 -1.07990 0.1 -0.2 -0.3 -0.49
C -2.25230 3.05349 -0.38138 0.1 0.7 1.8 0.30
H -1.47594 2.31818 -0.53055 0.3 -0.8 -1.0 0.11
H -2.06577 3.53146 0.62495 -0.5 0.2 -0.6 0.09
H -2.41087 -2.26158 3.19243 0.3 0.0 0.2 0.46
H -3.06231 -3.56420 3.47890 0.5 -0.1 0.3 0.46
O -2.26584 -3.05970 3.71806 -0.8 0.0 -0.5 -0.93
H 4.54911 2.64481 -1.24392 0.6 0.3 0.8 0.49
H 4.45687 1.86252 0.22337 0.7 0.8 -0.1 0.49
O 4.17669 1.97018 -0.68145 -1.3 -1.1 -0.7 -0.98
H 4.54720 -4.12039 0.20484 -0.1 0.0 0.3 0.47
H 5.76715 -3.63224 -0.50380 0.2 0.1 0.1 0.46
O 5.37057 -3.64913 0.37425 -0.1 -0.2 -0.4 -0.93
H -2.44590 0.12874 -2.72688 0.2 -0.2 0.1 0.47
H -3.80463 -0.03702 -2.15798 -0.1 -0.2 0.2 0.47
O -2.92669 -0.43586 -2.10844 -0.2 0.5 -0.3 -0.93

---

15
Properties=species:S:1:pos:R:3:forces:R:3:mulliken_spin:R:1 method="wB97M-V/def2-TZVPD" de_lowest_kj_mol=81.3 e_tot_ha=-1662.32070 e_homo_ev="0.47 / -4.16" multiplicity=3 charge=-1 homo_lumo_gap_ev="3.6 / 8.3"
C 1.15037 1.32239 -0.87184 0.9 0.3 -2.3 0.52
Ni -0.02282 0.21984 0.07149 -1.1 3.2 1.6 1.82
N 0.47223 -1.46957 -0.47550 1.0 -1.6 -1.4 0.71
H -0.37751 1.53032 0.50455 0.4 0.3 0.5 0.04
H 0.50142 1.25539 1.26941 -0.6 -0.3 0.4 0.24
H 1.30558 2.36529 -0.54656 0.1 -0.5 0.0 -0.06
H 0.77841 1.36184 -1.92641 0.5 0.1 0.2 -0.01
H 2.11844 0.77848 -0.87786 0.0 0.4 -0.1 -0.09
H -0.27694 -1.95465 -0.98303 0.2 -0.1 0.4 -0.27
H 0.71835 -1.96422 0.36726 -0.1 -0.7 0.3 -0.10
H 1.29926 -1.44476 -1.07492 -0.1 -0.1 0.0 -0.22
N -1.62998 -0.34412 0.98183 -2.1 0.4 0.7 -0.26
H -1.44474 -1.00245 1.70329 0.7 -1.2 0.9 -0.06
H -2.23998 -0.86298 0.37653 -0.5 -0.8 -0.9 -0.21
H -2.35210 0.20920 1.48176 0.7 0.6 -0.4 -0.06

---

18
Properties=species:S:1:pos:R:3:forces:R:3:mulliken_spin:R:1 method="wB97M-V/def2-TZVPD" de_lowest_kj_mol=67.0 e_tot_ha=-434.65070 e_homo_ev="0.99 / -5.27" multiplicity=2 charge=-1 homo_lumo_gap_ev="2.7 / 8.8"
N 1.08784 -0.17166 -1.64073 0.9 -0.3 -0.1 -0.71
C 0.43223 0.57164 -0.72262 -0.3 -0.1 -0.7 5.11
N -0.32137 1.62830 -1.22420 0.8 -1.9 0.6 -0.59
N 0.32906 0.25484 0.53056 -0.4 0.9 0.8 -0.82
H 1.38951 0.13774 -2.55682 -0.4 0.5 0.0 -0.57
H 1.51445 -1.04415 -1.36187 0.1 0.3 0.2 -0.27
H -1.09564 1.81292 -0.60716 0.1 1.1 -0.3 -0.18
H 0.12281 2.13789 -1.97591 -0.7 0.4 -0.1 -0.60
H 1.13092 -0.20308 0.94432 0.0 -0.7 -0.6 -0.12
H -0.04099 -2.20290 -0.54190 0.1 0.1 0.2 0.07
H -0.06711 -3.55746 -1.17500 -0.1 -0.4 -0.2 -0.11
O 0.55060 -2.87452 -0.91468 -0.1 0.1 0.2 -0.05
H -0.05187 3.53777 2.05812 -0.1 0.0 -0.1 -0.05
H -0.13959 2.20214 1.32224 -0.1 -0.3 0.2 -0.04
O -0.67684 2.84006 1.83192 0.2 0.1 0.0 -0.01
H -1.83810 -2.06946 2.55075 -0.1 0.2 0.2 -0.07
H -1.07948 -1.02763 1.67730 0.1 0.2 -0.1 -0.01
O -1.24642 -1.97243 1.80568 0.1 -0.3 -0.2 0.04

---

18
Properties=species:S:1:pos:R:3:forces:R:3:nbo_charge:R:1 method="wB97M-V/def2-TZVPD" smiles="N=C(N)N.O.O.O" de_lowest_kj_mol=230.2 e_tot_ha=-434.63308 e_homo_ev=-9.81 charge=0 homo_lumo_gap_ev=9.9
N 0.04222 1.16652 0.38545 -1.5 -0.5 -1.9 -0.84
C -0.66599 0.06905 0.91313 0.3 -2.2 -0.5 0.61
N -0.94569 0.21317 2.29526 1.6 0.2 0.3 -0.84
N -0.95456 -1.07499 0.31477 -0.2 2.4 4.5 -0.84
H -0.09276 2.00566 0.96668 0.0 -0.4 -1.1 0.39
H -0.11647 1.24120 -0.69425 0.5 0.3 3.0 0.41
H -1.12530 -0.69597 2.79842 0.4 1.6 -0.9 0.41
H -0.24787 0.88166 2.78145 -1.7 -1.9 -0.9 0.38
H -0.94115 -1.24289 -0.63580 0.3 0.8 -2.0 0.33
H -0.88107 -3.04880 0.36702 0.3 -0.6 -0.7 0.51
H -1.41180 -4.33193 -0.28840 -2.1 -1.4 -0.1 0.47
O -0.65077 -3.81736 -0.22409 1.8 1.3 1.8 -0.97
H 3.20972 6.38807 -0.71901 1.3 -1.8 -1.1 0.46
H 2.80281 4.96239 -0.79194 0.6 -0.3 -0.4 0.46
O 3.55512 5.50221 -1.09881 -1.9 2.1 1.5 -0.92
H -0.35527 -3.52438 -1.85576 -0.6 1.9 -0.9 0.50
H -0.59748 -1.86745 -1.96915 0.2 -4.7 -2.9 0.42
O -0.62368 -2.82616 -2.54496 0.6 3.2 2.4 -0.96

---

18
Properties=species:S:1:pos:R:3:forces:R:3:mulliken_spin:R:1 method="wB97M-V/def2-TZVPD" de_lowest_kj_mol=159.4 e_tot_ha=-434.33201 e_homo_ev="-14.76 / -14.76" multiplicity=2 charge=+1 homo_lumo_gap_ev="10.1 / 5.9"
N 1.64923 1.97620 0.10359 -2.8 -0.2 0.5 0.11
C 0.47001 1.20720 0.10179 3.3 -1.2 -0.7 -0.09
N 0.53733 0.20925 -0.80575 -3.0 1.0 -0.3 0.29
N -0.49365 1.17137 1.04555 0.1 -0.7 -0.9 0.74
H 1.51533 2.93952 -0.04322 0.1 1.4 0.4 -0.01
H 2.57574 1.64954 0.20960 0.7 -0.8 -0.4 -0.01
H -0.32326 -0.44002 -0.87275 1.9 0.3 -0.1 -0.01
H 0.98070 0.41480 -1.73030 -0.1 -0.5 1.3 -0.01
H -0.28489 1.70051 1.88464 0.0 0.8 0.0 -0.02
H -1.86720 -1.57409 -1.81200 0.5 -1.0 -0.4 0.00
H -0.74043 -2.74953 -1.97638 -0.7 1.0 0.1 0.00
O -0.92265 -1.78242 -1.96663 -0.2 0.1 0.4 0.00
H -2.79809 -0.67678 0.92853 -1.2 -0.1 0.3 0.00
H -3.01084 0.64003 0.42562 -0.4 0.9 -0.2 0.00
O -3.55814 -0.07599 0.74929 1.6 -0.9 -0.1 0.00
H 1.61102 -1.61324 0.66798 -0.9 0.0 -0.9 0.00
H 2.39265 -1.10714 1.80770 0.4 0.4 0.7 0.00
O 2.26712 -1.88920 1.28276 0.5 -0.4 0.3 0.00

---

16
Properties=species:S:1:pos:R:3:forces:R:3:nbo_charge:R:1 method="wB97M-V/def2-TZVPD" smiles=CN.O.O.O de_lowest_kj_mol=139.1 e_tot_ha=-325.12703 e_homo_ev=-9.87 charge=0 homo_lumo_gap_ev=9.9
C 0.23712 -2.14328 -2.06683 0.6 0.7 -1.5 -0.44
N 0.95087 -0.92024 -2.63642 0.3 0.2 2.9 -0.82
H -0.53738 -1.93442 -1.32626 -0.2 0.0 -0.4 0.18
H -0.04652 -2.54096 -3.02429 -1.4 -0.9 0.2 0.20
H 0.90001 -2.90032 -1.64878 0.4 0.4 0.1 0.19
H 1.56280 -0.69056 -1.84409 0.8 0.0 -0.6 0.33
H 0.34550 -0.11529 -2.44871 -0.5 -0.3 -0.7 0.35
H -1.02273 0.84980 1.02838 0.7 -0.2 0.2 0.48
H -2.34156 0.58029 1.55448 -0.4 -0.4 0.6 0.46
O -1.45996 0.19314 1.59206 -0.2 0.6 -0.4 -0.94
H 1.85731 1.29670 2.70718 0.0 0.0 -0.3 0.47
H 0.67818 0.55997 3.36397 0.3 0.2 -0.1 0.48
O 1.52395 0.99549 3.55114 -0.4 -0.2 0.3 -0.94
H -1.70221 0.99254 -0.65465 -0.1 0.2 -0.6 0.48
H -1.03654 2.27297 -1.33120 -0.3 -0.5 0.3 0.49
O -0.87592 1.45404 -0.83459 0.4 0.3 -0.1 -0.96

---

17
Properties=species:S:1:pos:R:3:forces:R:3:nbo_charge:R:1 method="wB97M-V/def2-TZVPD" smiles=NCO.O.O.O de_lowest_kj_mol=124.7 e_tot_ha=-400.37405 e_homo_ev=-9.83 charge=0 homo_lumo_gap_ev=10.3
N 0.64761 0.45112 -1.69080 -1.0 -1.7 -0.3 -0.86
C 0.01992 -0.87519 -1.92099 -0.8 0.9 -0.9 0.08
O 0.18625 -1.93434 -1.00721 0.4 -0.2 2.1 -0.76
H 0.22095 0.98772 -0.94059 0.2 -0.3 0.0 0.37
H 1.65091 0.37296 -1.58964 -0.1 0.0 0.2 0.36
H -1.11143 -0.77216 -2.08586 1.6 0.4 0.1 0.15
H 0.47574 -1.36793 -2.78904 -0.3 0.9 -0.4 0.17
H 0.37496 -1.62426 -0.09920 -0.2 0.1 -0.7 0.48
H 3.15852 0.86624 1.15607 -3.6 0.5 1.2 0.47
H 1.98583 1.88987 1.06519 -0.4 0.8 -0.2 0.47
O 2.14532 1.03629 1.44882 3.9 -1.3 -0.9 -0.94
H -2.55045 -1.10883 1.56322 -0.1 0.8 0.4 0.48
H -1.92382 -1.43501 0.31932 0.3 1.0 -0.3 0.48
O -2.08198 -0.63032 0.86337 -0.3 -2.1 -0.3 -0.96
H -1.53225 1.21543 1.25855 -0.1 -1.3 -0.3 0.49
H -0.55434 1.21085 2.51488 0.1 -0.7 -0.2 0.48
O -1.11173 1.71754 1.93391 0.2 2.2 0.7 -0.97

---

17
Properties=species:S:1:pos:R:3:forces:R:3:nbo_charge:R:1 method="wB97M-V/def2-TZVPD" smiles=NCO.O.O.O de_lowest_kj_mol=201.7 e_tot_ha=-400.34474 e_homo_ev=-9.14 charge=0 homo_lumo_gap_ev=9.7
N -1.88585 -1.19754 -0.52694 -0.6 0.3 -3.2 -0.86
C -2.01820 -1.56244 0.80016 -2.3 1.1 4.2 0.09
O -0.83349 -1.55156 1.74611 0.0 2.6 -3.0 -0.74
H -2.15050 -0.19401 -0.81270 0.6 -2.4 0.9 0.39
H -2.34828 -1.92530 -1.15794 1.2 1.8 1.0 0.38
H -2.42112 -2.56717 0.94370 0.4 -0.1 -0.4 0.17
H -2.88556 -0.89450 1.29767 2.0 -1.1 -0.5 0.12
H -0.29916 -0.72830 1.42266 -1.3 -2.2 1.0 0.46
H -1.12961 3.38676 0.92994 -0.8 -0.4 -0.5 0.48
H -2.43794 2.77200 0.18182 1.3 0.3 0.7 0.48
O -1.54012 2.58691 0.54923 -0.6 0.1 -0.2 -0.96
H 2.46453 1.22959 -2.49362 -2.6 -1.1 1.9 0.46
H 2.31293 0.54738 -1.16706 1.0 -0.9 1.6 0.47
O 1.73727 0.84897 -1.83522 1.7 2.0 -3.5 -0.93
H 4.12541 -0.35629 0.74390 0.2 0.2 0.6 0.48
H 5.01508 0.05696 -0.43725 2.1 1.5 -0.4 0.47
O 4.29459 -0.45143 -0.18446 -2.3 -1.7 -0.3 -0.95